(1)
Molecular formula: C3H12NO
Method: DFT, ωB97M-V/def2-TZVPD

```
! RIJCOSX wB97M-V def2-TZVPD def2/J DEFGRID3
* xyz 2 2
C -0.57 -0.24 -0.25
C -0.76 -1.02 1.04
C -2.48 -1.15 1.22
N 0.92 -0.13 -0.50
H -1.00 0.76 -0.13
H -0.93 -0.81 -1.11
H -0.29 -1.99 1.15
H -0.61 -0.39 1.95
H -2.48 -2.22 0.88
H -3.09 -0.52 0.58
H -2.68 -1.01 2.27
H 1.33 -0.80 -1.17
H 1.45 -0.19 0.39
H 1.19 0.84 -0.88
H 2.92 2.27 -1.85
H 2.03 2.89 -0.74
O 2.28 2.05 -1.17
*
```

- orbital gap (alpha / beta) (eV) = 12.51 / 5.16
- energy above the lowest of the compared OMol25 structures with the same formula, charge and spin (eV) = 0.5590



(2)
Molecular formula: C14H23N5O4S
Method: DFT, ωB97M-V/def2-TZVPD

```
! RIJCOSX wB97M-V def2-TZVPD def2/J DEFGRID3
* xyz 0 1
C -1.16 -0.03 1.52
C 0.22 0.03 1.44
C 1.03 -1.00 0.80
C 2.40 -0.95 0.88
C 3.13 -1.97 0.31
N 4.53 -2.01 0.38
C 5.31 -0.80 0.71
C 5.25 -3.21 -0.10
N 2.51 -2.96 -0.32
C 1.17 -2.97 -0.43
S 0.31 -4.36 -1.37
C 0.60 -5.84 -0.38
O -1.16 -4.19 -1.47
O 0.88 -4.61 -2.71
N 0.44 -2.00 0.16
H -1.73 0.75 2.01
H -1.72 -0.86 1.09
H 0.73 0.88 1.87
H 2.88 -0.14 1.40
H 5.23 -0.57 1.77
H 6.37 -0.95 0.47
H 4.96 0.06 0.12
H 4.82 -4.12 0.34
H 6.30 -3.18 0.18
H 5.18 -3.28 -1.19
H 0.15 -6.69 -0.89
H 1.68 -6.00 -0.29
H 0.16 -5.71 0.60
C -3.58 1.55 -0.93
N -2.17 1.87 -1.15
C -1.37 2.70 -0.48
O -0.17 2.70 -0.76
C -1.87 3.65 0.62
N -3.23 4.18 0.49
C -3.61 5.04 -0.46
C -5.05 5.49 -0.43
O -2.85 5.45 -1.33
H -3.79 1.46 0.13
H -4.21 2.33 -1.37
H -3.82 0.60 -1.42
H -1.69 1.33 -1.87
H -1.17 4.50 0.66
H -1.79 3.12 1.57
H -3.92 3.90 1.17
H -5.19 6.24 -1.21
H -5.27 5.93 0.54
H -5.70 4.64 -0.63
*
```

- orbital gap (eV) = 8.77
- SMILES = C=Cc1cc(N(C)C)nc(S(C)(=O)=O)n1.CNC(=O)CNC(C)=O



(3)
Molecular formula: C4H12NO
Method: DFT, ωB97M-V/def2-TZVPD

```
! RIJCOSX wB97M-V def2-TZVPD def2/J DEFGRID3
* xyz -1 1
C -1.33 -0.57 -1.73
C -1.06 0.52 -0.70
N 0.00 1.44 -1.17
C 1.11 1.56 -0.22
H -2.27 -1.06 -1.46
H -0.51 -1.29 -1.74
H -1.44 -0.13 -2.72
H -0.68 0.01 0.21
H -1.98 1.08 -0.48
H -0.38 2.36 -1.33
H 1.99 1.98 -0.70
H 0.84 2.17 0.66
H 1.33 0.56 0.18
C 0.88 -1.73 2.24
O 0.51 -1.31 1.00
H 1.31 -2.76 2.25
H 1.66 -1.09 2.73
H 0.05 -1.75 2.98
*
```

- orbital gap (eV) = 6.71
- energy above the lowest of the compared OMol25 structures with the same formula, charge and spin (eV) = 1.0184



(4)
Molecular formula: C36H78Br18N6O20P2
Method: DFT, ωB97M-V/def2-TZVPD

```
! RIJCOSX wB97M-V def2-TZVPD def2/J DEFGRID3
* xyz 0 1
C -5.79 10.96 -9.96
Br -6.61 10.40 -11.68
Br -4.06 10.09 -9.76
Br -7.04 10.51 -8.54
H -5.74 12.04 -9.90
C -0.06 20.90 -12.00
Br 0.03 19.00 -11.52
Br 1.69 21.49 -12.73
Br -0.56 21.96 -10.48
H -0.82 21.03 -12.75
C -4.82 19.63 -5.79
Br -6.02 18.37 -5.09
Br -3.51 20.28 -4.47
Br -5.90 21.10 -6.48
H -4.26 19.22 -6.62
C -5.70 13.73 -5.59
Br -7.51 13.65 -6.43
Br -4.81 15.22 -6.45
Br -4.70 12.12 -5.72
H -5.94 14.02 -4.58
C -6.06 21.44 -12.39
Br -6.63 21.63 -10.50
Br -7.47 20.60 -13.48
Br -4.50 20.25 -12.49
H -5.89 22.38 -12.88
C -6.19 15.24 -17.54
Br -6.11 14.94 -19.47
Br -4.50 14.66 -16.72
Br -7.83 14.57 -16.72
H -6.22 16.32 -17.41
O -6.04 15.00 -10.04
P -4.79 15.25 -10.76
N -4.01 16.69 -10.33
C -2.62 16.98 -10.63
C -4.81 17.81 -9.87
N -4.95 15.42 -12.42
C -4.13 16.25 -13.27
C -6.04 14.73 -13.10
N -3.58 14.08 -10.54
C -3.25 13.13 -11.59
C -3.25 13.70 -9.19
H -2.08 17.23 -9.71
H -2.56 17.85 -11.29
H -2.14 16.18 -11.19
H -5.23 17.64 -8.87
H -5.51 18.13 -10.64
H -4.19 18.70 -9.74
H -4.39 16.17 -14.33
H -4.28 17.30 -13.00
H -3.07 16.00 -13.19
H -6.86 15.45 -13.21
H -5.63 14.40 -14.06
H -6.40 13.87 -12.54
H -3.97 12.31 -11.73
H -3.01 13.61 -12.53
H -2.35 12.60 -11.29
H -3.22 14.54 -8.50
H -2.35 13.08 -9.13
H -4.04 13.05 -8.76
O -12.23 18.67 -8.39
P -10.87 19.21 -8.62
N -9.70 18.01 -8.67
C -9.98 16.70 -8.05
C -8.28 18.25 -8.98
N -10.36 20.34 -7.45
C -10.63 19.96 -6.07
C -9.23 21.22 -7.67
N -10.67 20.01 -10.08
C -10.88 19.22 -11.29
C -11.23 21.37 -10.24
H -9.09 16.23 -7.65
H -10.49 16.06 -8.77
H -10.71 16.89 -7.25
H -7.94 17.47 -9.66
H -7.79 18.24 -8.00
H -8.20 19.22 -9.45
H -11.48 19.27 -5.96
H -9.87 19.22 -5.76
H -10.70 20.83 -5.43
H -8.25 20.76 -7.50
H -9.25 21.69 -8.65
H -9.27 21.92 -6.83
H -10.24 18.34 -11.30
H -11.93 18.97 -11.46
H -10.52 19.79 -12.15
H -11.14 21.91 -9.31
H -12.30 21.21 -10.41
H -10.75 21.88 -11.08
C -8.81 16.80 -13.64
O -9.98 17.58 -13.92
C -9.93 18.29 -15.02
O -8.98 18.36 -15.76
O -11.14 18.79 -15.26
C -11.22 19.68 -16.37
H -8.75 16.29 -12.68
H -7.94 17.44 -13.74
H -8.87 15.99 -14.38
H -12.14 20.26 -16.36
H -11.19 19.06 -17.27
H -10.36 20.34 -16.42
C -2.50 8.88 -6.86
O -1.92 10.11 -7.27
C -1.40 10.92 -6.38
O -1.52 10.79 -5.19
O -0.70 11.85 -7.01
C -0.12 12.89 -6.27
H -3.17 9.02 -6.01
H -1.75 8.14 -6.56
H -3.13 8.50 -7.65
H -0.83 13.23 -5.51
H 0.16 13.79 -6.83
H 0.76 12.50 -5.74
C -0.39 10.72 -10.26
O -0.45 10.23 -11.59
C 0.16 9.11 -11.96
O 0.94 8.47 -11.30
O -0.17 8.89 -13.23
C 0.43 7.79 -13.90
H -0.80 11.72 -10.27
H 0.57 10.74 -9.76
H -1.07 10.10 -9.68
H 1.14 8.27 -14.58
H -0.28 7.24 -14.51
H 1.00 7.15 -13.23
C 1.55 11.70 -16.19
O 0.51 12.02 -15.28
C -0.71 11.65 -15.59
O -1.03 10.97 -16.54
O -1.54 12.10 -14.67
C -2.93 11.87 -14.77
H 1.60 12.43 -16.99
H 1.51 10.74 -16.70
H 2.47 11.76 -15.61
H -3.21 10.91 -14.32
H -3.20 11.85 -15.82
H -3.56 12.58 -14.25
C -8.91 13.51 -11.25
O -8.85 13.22 -12.64
C -9.71 12.37 -13.17
O -10.66 11.90 -12.63
O -9.35 12.16 -14.44
C -10.16 11.31 -15.25
H -8.24 14.37 -11.14
H -8.47 12.77 -10.59
H -9.92 13.81 -10.94
H -11.21 11.35 -14.94
H -9.88 10.27 -15.17
H -10.28 11.75 -16.24
C -6.64 11.50 -15.13
O -5.68 11.14 -16.12
C -6.14 10.44 -17.15
O -7.28 10.18 -17.38
O -5.12 10.14 -17.91
C -5.39 9.56 -19.17
H -7.48 12.00 -15.62
H -6.20 12.26 -14.48
H -7.00 10.63 -14.59
H -5.95 10.26 -19.79
H -5.92 8.61 -19.15
H -4.44 9.43 -19.70
*
```

- orbital gap (eV) = 7.37



(5)
Molecular formula: C13H12N4O2S3
Method: DFT, ωB97M-V/def2-TZVPD

```
! RIJCOSX wB97M-V def2-TZVPD def2/J DEFGRID3
* xyz 0 1
C -7.11 -1.67 0.13
O -6.47 -0.44 0.37
C -5.12 -0.36 0.22
C -4.30 -1.42 -0.15
C -2.93 -1.26 -0.28
C -2.37 -0.01 -0.04
N -1.05 0.31 -0.13
C -0.82 1.53 0.15
N 0.38 2.18 0.15
C 1.66 1.74 -0.12
O 2.57 2.53 -0.06
C 1.84 0.27 -0.43
S 2.78 -0.47 0.95
C 4.38 -0.29 0.33
N 4.68 -0.01 -0.89
N 5.98 0.04 -1.12
C 6.72 -0.19 -0.10
C 8.20 -0.19 -0.10
S 5.78 -0.52 1.37
S -2.26 2.49 0.59
C -3.21 1.06 0.34
C -4.57 0.90 0.48
H -8.17 -1.49 0.31
H -6.76 -2.45 0.81
H -6.97 -2.00 -0.91
H -4.72 -2.40 -0.35
H -2.30 -2.08 -0.57
H 0.34 3.16 0.39
H 0.89 -0.25 -0.50
H 2.46 0.14 -1.31
H 8.58 -1.15 0.23
H 8.55 0.02 -1.11
H 8.57 0.58 0.58
H -5.22 1.71 0.77
*
```

- orbital gap (eV) = 8.75
- SMILES = COc1ccc2nc(NC(=O)CSc3nnc(C)s3)sc2c1



(6)
Molecular formula: C6H10O
Method: DFT, ωB97M-V/def2-TZVPD

```
! RIJCOSX wB97M-V def2-TZVPD def2/J DEFGRID3
* xyz 0 1
C 1.96 0.28 -0.73
C 0.64 0.15 -0.03
C 0.17 -1.21 0.54
C -1.22 -0.98 -0.11
C -0.77 0.42 -0.62
C -0.77 1.58 0.37
O 0.43 1.23 0.92
H 2.78 0.12 -0.02
H 2.05 -0.46 -1.53
H 2.06 1.29 -1.16
H 0.72 -2.06 0.13
H 0.19 -1.25 1.63
H -2.08 -0.97 0.56
H -1.41 -1.67 -0.94
H -0.97 0.68 -1.66
H -2.05 1.02 1.54
H -1.70 1.83 1.13
*
```

- orbital gap (eV) = 8.56
- energy above the lowest of the compared OMol25 structures with the same formula, charge and spin (eV) = 5.2715



E in Eh, matching the order above: -250.686074, -1520.153461, -289.551636, -50266.817908, -2066.657684, -309.648646